No. 1
H6N3P4 | the ωB97M-V functional and the def2-TZVPD basis

```
13
Properties=species:S:1:pos:R:3:forces:R:3
N 1.865100 1.438353 -1.052220 -1.7776 -0.5941 0.9040
N -1.673117 -1.356471 0.361357 0.0640 -1.8700 -1.4012
N 0.468072 0.667982 0.551721 0.5243 -3.0643 0.2321
P 0.277225 2.069648 -0.487323 1.9774 -0.9913 -0.7603
P 2.129488 0.074547 0.022963 -0.8355 2.6667 0.3730
P -2.231775 -2.855637 0.751207 0.5674 1.5117 -0.4841
P -0.539352 -0.244362 1.500603 1.0402 -0.1173 -0.3878
H 2.628450 1.953951 -1.370577 1.0931 1.2451 -0.6001
H -1.608607 -1.250973 -0.688226 -0.0268 0.4172 1.4300
H 0.766731 2.846151 0.542777 0.0410 1.1147 0.4606
H 1.786549 -0.787523 -0.968967 -0.6628 -1.5190 -0.6462
H -2.446984 -3.312563 -0.598500 -0.0946 0.1696 0.3895
H -1.421781 0.756897 1.435185 -1.9103 1.0307 0.4904
```
Forces are in eV/Å.

Output
- HOMO level (hartree) = -0.4391
- energy relative to the best compared isomer or geometry (same formula, charge and spin) (kcal per mole) = 22.6
- net charge = +1
- E_LUMO (eV) = -6.3

---

No. 2
C4H11N2 | the ωB97M-V functional and the def2-TZVPD basis

```
17
Properties=species:S:1:pos:R:3:forces:R:3
C -1.574682 1.834343 -0.166487 -1.4179 -1.7957 0.4081
C -0.123652 1.654890 0.124256 0.4553 -3.3318 0.3999
N 0.335739 0.137453 -0.616843 -1.0998 4.9140 3.4695
C 0.614914 -0.893913 0.100896 1.3577 -1.9695 0.3294
C 1.061742 -2.073767 -0.644974 2.5373 -0.8137 -1.3513
N 0.512995 -0.994308 1.439850 -0.6990 2.5592 -2.5943
H -1.866308 2.778071 -0.531314 0.0927 1.2802 -0.5387
H -1.902886 1.082304 -0.918250 0.0328 0.5764 0.5078
H -2.187745 1.679634 0.742151 0.2779 -0.1186 -0.4764
H 0.051494 1.403877 1.224929 0.1625 1.0592 -1.7495
H 0.474172 2.472918 -0.259499 0.6434 -0.4958 -0.0136
H 0.335678 0.170508 -1.600987 0.3226 -0.4530 -1.1115
H 1.779925 -1.909406 -1.529522 -1.2330 0.3234 1.3842
H 0.198989 -2.514673 -1.029672 -1.5682 -0.8614 -0.9196
H 1.541193 -2.868052 -0.079533 -0.0029 0.2548 0.5435
H 0.701678 -1.796614 1.987630 0.1389 -0.6108 0.2513
H 0.046753 -0.163265 1.757368 -0.0002 -0.5167 1.4611
```
Forces are in eV/Å.

Output
- HOMO level (hartree) = -0.5635
- SMILES = CC/[NH+]=C(/C)N
- energy relative to the best compared isomer or geometry (same formula, charge and spin) (kcal per mole) = 32.5
- net charge = +1
- E_LUMO (eV) = -3.0

---

No. 3
C40H114N6O21 | the ωB97M-V functional and the def2-TZVPD basis

```
181
Properties=species:S:1:pos:R:3:forces:R:3
C 3.429120 5.383471 2.770290 0.7889 -0.0047 0.7531
C 3.398004 3.899070 2.820559 -2.8954 -1.4469 -0.4676
O 1.975753 3.410938 2.880177 1.1337 -0.5455 0.3936
H 2.698252 5.826210 3.487663 0.6941 -0.3972 -0.4148
H 3.238669 5.749146 1.799315 -0.2292 0.6145 -1.0845
H 4.464301 5.599005 3.072294 -0.3252 0.7015 -0.1197
H 3.856083 3.616973 3.728551 0.3786 -0.6638 1.2242
H 3.835015 3.244191 2.034441 0.0157 1.1780 0.0646
H 1.307156 4.113317 2.829174 0.4739 0.4533 -0.3849
C 5.147639 -2.753146 -1.950328 2.6702 0.3490 -1.6914
C 6.059887 -3.467751 -0.990037 2.3358 0.0666 -0.5288
O 5.429031 -4.146958 0.064426 -0.4466 -1.0642 -0.8992
O 4.487612 -1.717356 -1.371831 -1.6950 1.2099 0.9836
H 4.553927 -3.467166 -2.516631 -0.5558 -0.1653 0.0759
H 5.856928 -2.245903 -2.704493 -0.5302 -1.2041 0.5151
H 6.805979 -2.754269 -0.538125 -0.7083 -0.3509 -0.6127
H 6.712169 -4.152989 -1.683643 -1.1924 0.6357 1.4854
H 5.587337 -3.719020 0.896427 -0.0532 0.5204 0.4407
H 4.097224 -1.201875 -2.098366 -0.0261 0.0089 0.0714
C 2.420611 4.892348 -2.151254 0.0416 -0.2195 0.6392
C 2.953956 5.417886 -3.456257 0.4879 0.6216 -0.6975
O 3.887158 4.489691 -3.980413 0.1161 -0.6035 -0.8287
O 3.445554 4.397378 -1.263206 -1.1373 0.6696 0.1172
H 1.745094 4.076035 -2.404663 -0.2663 -0.1812 0.2415
H 1.889505 5.679679 -1.598455 -0.0519 -0.2665 -0.1851
H 3.480471 6.398469 -3.280661 -0.5098 -0.8284 -0.4232
H 2.171280 5.486706 -4.253905 0.1373 0.6206 1.0931
H 3.389293 3.947730 -4.645690 0.5819 0.3746 0.8975
H 4.223433 4.205882 -1.769313 0.6061 -0.2569 -0.7394
C 4.317613 -0.886719 2.383648 2.3316 1.0187 0.8663
C 4.820015 -0.390688 3.768465 -1.4290 -0.7507 -0.4654
O 3.812126 -0.309706 4.745455 1.5867 -2.3121 0.6378
O 3.993918 -2.243990 2.368034 -0.2220 -0.9062 0.4442
H 5.208516 -0.650990 1.723067 -1.1270 -0.7370 0.1683
H 3.488240 -0.291750 2.058781 -0.6105 0.5515 -0.2638
H 5.326866 0.528547 3.651850 0.5072 1.4052 -0.3076
H 5.549661 -1.068799 4.167762 0.4229 -0.6377 0.0161
H 3.210200 0.382401 4.614541 -1.6667 1.8118 -0.4910
H 3.565977 -2.470943 3.219536 0.2844 0.3202 -0.6147
C -4.461867 4.232257 3.871291 -0.9588 -0.4351 2.8768
C -4.601666 3.083367 2.953116 1.6218 -1.9421 -0.9845
O -4.537177 1.806767 3.671253 0.7975 0.6152 -0.8791
O -3.377686 4.020771 4.810224 0.5597 -0.2389 -0.6432
H -5.372762 4.282804 4.538854 0.5647 0.1786 -0.8795
H -4.349261 5.183077 3.353731 0.2451 -0.0017 -0.0052
H -3.722324 3.117997 2.228846 -1.0748 -0.0951 0.5588
H -5.541533 3.079324 2.411813 -0.0991 0.2646 -0.2012
H -3.629267 1.416513 3.489914 -1.0724 0.6742 0.5130
H -3.166176 3.054266 4.896341 -0.7374 1.1826 -0.3516
C -2.247771 3.731159 -0.602885 1.1848 -0.8554 -0.5387
C -3.007137 2.397909 -0.634186 0.4082 -0.1065 1.0721
O -4.255818 2.448298 -1.279448 -0.3417 0.2888 0.1053
O -0.952731 3.528285 0.054942 -0.5915 -0.1844 -0.2949
H -2.729826 4.548605 -0.104906 -0.4527 0.2196 0.6114
H -2.095491 4.069723 -1.647325 0.0884 -0.2109 0.3828
H -3.022165 1.971794 0.415142 -0.2901 0.4337 -0.9892
H -2.353876 1.758729 -1.224661 0.1358 -0.4468 -0.0528
H -4.997166 2.154285 -0.716036 0.4633 -0.0143 0.0536
H -0.625001 2.591918 0.047922 -0.6944 0.6691 -0.2305
C -1.054474 5.511509 2.604139 0.6667 0.0463 -0.1433
C -0.663548 5.947792 3.984155 -1.9130 -1.6083 1.6204
O -1.775649 6.594179 4.642525 1.5054 0.1459 -0.4457
O 0.184906 5.391635 1.917294 -0.0329 -0.2777 -0.9799
H -1.649413 6.338673 2.221014 -0.2862 -0.1057 -0.4377
H -1.563504 4.541136 2.521767 -0.3055 0.3519 0.3667
H 0.060583 6.683866 3.923591 1.6365 1.3697 -0.3169
H -0.248174 5.080876 4.582955 -0.4696 0.8210 -0.4030
H -2.398927 5.899653 4.752814 -1.1914 -1.0426 0.5229
H -0.022883 4.945701 1.069174 0.2594 0.0080 0.4054
C 0.374640 0.651317 4.349663 -0.2447 0.8718 1.8113
C -0.708436 1.716976 4.006943 -0.0468 0.7331 -0.1179
O -1.938951 1.108028 3.536399 0.4273 1.5580 2.8646
O 1.610836 1.279494 4.756785 -0.8121 1.7547 -1.3959
H 0.533528 -0.050034 3.562094 0.0962 -0.3693 -0.9116
H 0.061078 0.048768 5.238568 -0.0808 0.4948 -0.7171
H -0.384088 2.482807 3.241328 0.1142 -1.0651 0.4568
H -0.903698 2.361283 4.902593 -0.1359 -0.8703 -0.4953
H -1.715179 0.687117 2.742828 0.6619 -1.4851 -2.6269
H 1.660418 2.158968 4.234399 0.2117 -1.5375 0.6665
C -5.131737 -2.250952 -0.935772 0.8355 0.9126 -0.2938
C -5.147479 -0.805687 -0.380655 0.1137 0.2997 -0.0556
C -6.458715 -0.116865 -0.729907 -1.1116 0.5649 -1.0685
O -6.559938 1.146858 -0.041321 0.0517 -0.7703 -0.4020
C -7.661535 1.914475 -0.541776 0.4839 -0.5747 0.2795
N -4.929450 -0.892660 1.043100 0.2214 -1.4695 0.4155
H -5.484056 -2.193329 -1.991213 0.1752 -0.5340 0.7314
H -5.833445 -2.758979 -0.268889 -0.0084 -0.5536 -0.5336
H -4.100983 -2.737648 -0.878645 -1.4355 0.7421 -0.0267
H -4.371044 -0.177484 -0.846834 0.0493 -0.2855 0.1376
H -7.382098 -0.731146 -0.534330 0.8212 0.2771 0.1856
H -6.510654 0.143226 -1.831861 0.2874 -0.5316 0.8539
H -8.572389 1.738936 0.050605 0.3030 0.2190 -0.0199
H -7.867903 1.598481 -1.571007 -0.0035 0.4537 0.0201
H -7.282402 2.929703 -0.480038 -0.6402 0.3226 -0.1584
H -5.012613 -0.077863 1.634522 -0.4071 0.1245 -0.2650
H -5.464987 -1.705331 1.385762 0.4363 0.9960 0.2740
C -0.904018 -1.008861 -4.951860 -1.5976 -0.8748 0.4908
C -0.410986 -1.575038 -6.298066 0.1699 2.2528 1.0078
C 0.361264 -2.787267 -6.129947 2.8032 -1.5360 -1.0883
O 1.528861 -2.523324 -5.355564 0.3129 0.7909 0.1916
C 2.378885 -3.623909 -5.395534 0.1574 -0.9836 -0.2769
N -1.553286 -1.715038 -7.162588 -1.0702 1.0247 0.8596
H -1.791631 -1.592313 -4.503840 1.2619 0.5259 -0.9170
H -1.284691 -0.001472 -5.104715 0.0308 0.2463 0.0005
H -0.164073 -0.978246 -4.167298 0.4788 0.0056 0.0059
H 0.320583 -0.824118 -6.687933 -0.3185 -0.2492 0.1463
H 0.799476 -3.152435 -7.104352 -1.0212 0.2259 0.4206
H -0.094521 -3.603704 -5.639995 -1.3291 -0.9600 0.3088
H 2.414001 -4.082436 -6.383305 -0.3058 -0.2291 -0.0841
H 2.232746 -4.350203 -4.620808 -1.2459 -0.8125 0.3683
H 3.386151 -3.444886 -5.168711 1.6149 1.5999 0.1281
H -2.062450 -0.837320 -6.944789 -0.1551 -0.9651 -0.6870
H -1.296455 -1.653270 -8.123366 0.2462 -0.0778 -0.7865
C 4.508737 0.953677 -4.867833 0.4760 0.0703 -0.0877
C 3.238880 0.989246 -4.128765 -2.3601 0.2990 2.0864
C 1.987381 1.406489 -4.888360 0.0248 1.9839 0.5647
O 1.984322 2.834196 -5.193956 0.4216 -0.6443 -0.1030
C 0.851291 3.135839 -5.979219 0.3455 0.0423 -0.5910
N 3.016062 -0.410099 -3.681241 0.8540 0.2316 -1.0538
H 5.220750 0.497454 -4.180462 0.3210 0.1602 -0.2753
H 4.841055 1.930805 -5.189852 0.1960 0.1041 -0.3365
H 4.328997 0.249951 -5.689033 0.4394 0.2802 -0.2104
H 3.148762 1.681518 -3.200368 1.0140 -1.1078 -1.2648
H 1.105801 1.311006 -4.245701 0.0313 -0.7032 -0.0500
H 1.872024 0.889506 -5.816376 -0.1404 -0.7133 -0.7108
H -0.065387 2.958435 -5.411027 -0.1235 0.1089 0.0077
H 0.851479 2.461020 -6.865090 -0.1863 0.5629 0.2582
H 0.922063 4.194644 -6.295047 -0.1264 -0.6219 0.1493
H 2.416802 -0.385942 -2.906809 -1.4370 -0.3382 1.0639
H 2.615767 -0.985659 -4.442673 0.0984 0.3394 0.7394
C 0.471647 -4.195949 5.408415 -1.5285 -2.4531 1.1223
C -1.054628 -4.640034 5.298279 0.1996 0.9998 -0.2973
C -1.738262 -4.337860 3.976662 -2.6934 -1.3598 -0.1099
O -2.259745 -3.039988 3.861643 0.0669 0.5927 0.0380
C -3.565736 -2.878547 4.359076 0.2853 0.1678 0.8050
N -1.281938 -6.037740 5.607365 0.0517 -0.2696 -0.0431
H 0.566924 -3.150142 5.605036 0.3217 0.7824 -0.7797
H 0.909149 -4.688265 4.526431 0.5439 0.9143 0.2178
H 0.922273 -4.683334 6.337755 -0.6030 0.4143 -1.1676
H -1.708693 -4.015384 5.918028 0.4936 -0.2985 0.8185
H -2.628547 -5.085331 3.835535 1.4005 0.9987 0.5406
H -1.195322 -4.466243 3.096852 1.6434 -0.3799 -1.3453
H -3.665534 -3.218482 5.409775 0.0898 0.2205 -0.3534
H -4.313315 -3.402874 3.782196 -0.1733 -0.4372 -0.4595
H -3.773558 -1.820056 4.292599 -0.1482 0.2892 0.1668
H -0.878165 -6.676257 4.919042 -0.0923 0.4097 -0.0125
H -0.776504 -6.213483 6.450413 0.1879 -0.4647 0.6953
C -0.808042 -1.423233 -0.977297 -0.9751 0.4323 -0.7109
C -0.439670 -1.138066 0.428857 -2.0607 -0.6300 1.4359
C 0.757697 -0.290074 0.492538 1.0308 0.3353 -0.5892
O 0.495841 0.944473 -0.189563 0.2183 -0.3890 0.2582
C 1.694759 1.703709 -0.240277 -0.6754 1.0740 -0.3338
N -1.564837 -0.464030 1.146863 -0.6915 -0.4650 0.3768
H -1.706232 -1.984228 -1.090176 -1.0486 -0.5875 0.5108
H -0.091429 -2.111268 -1.318447 1.3695 -0.4162 -1.3342
H -1.010582 -0.532488 -1.586723 0.7832 -0.0996 0.0079
H -0.281983 -2.131387 0.898362 0.2883 0.6734 0.0706
H 1.581079 -0.813569 -0.015143 0.1077 0.0910 -0.0130
H 1.087810 -0.100198 1.509346 -0.0646 0.1848 0.2760
H 2.150062 1.661226 0.739762 0.5463 0.1211 0.1615
H 1.384590 2.757315 -0.423389 0.5171 -0.7015 -0.0279
H 2.369940 1.361409 -1.042199 -0.0979 0.0182 0.3206
H -2.190010 -0.100103 0.425964 0.0552 -0.0012 0.3742
H -2.158496 -1.130560 1.688528 0.7414 0.4109 -0.7571
C 1.751251 -4.444923 0.136562 -0.9214 1.7152 1.6311
C 1.284817 -5.578954 -0.681427 -0.2767 -0.8349 1.3327
C -0.086230 -5.307641 -1.320890 -0.4896 1.5015 0.3376
O -1.122047 -5.037280 -0.305193 0.5431 -0.8380 -1.3723
C -2.443021 -5.358115 -0.806058 1.1381 0.5089 -0.1269
N 2.351864 -5.770137 -1.603905 2.1629 0.5252 -0.9312
H 0.988617 -4.230400 0.895783 0.2310 0.1854 0.0651
H 1.870559 -3.544628 -0.463166 0.0025 0.1618 -0.2384
H 2.708710 -4.587045 0.636658 -0.0393 -0.3201 -0.0195
H 1.184151 -6.445760 0.023134 -0.2520 0.3534 -0.5620
H -0.430827 -6.166789 -1.841873 -0.0751 -0.9172 -0.7810
H -0.031203 -4.437346 -2.060503 0.0304 -0.9230 0.9101
H -2.667196 -4.760285 -1.693236 -0.1695 0.5730 0.2009
H -3.068727 -5.128803 0.044858 -0.5450 -0.0789 -0.1608
H -2.602230 -6.373105 -1.203965 0.4841 -0.1825 0.7399
H 2.574606 -6.715327 -1.817185 -0.3063 -0.9344 -0.3392
H 3.251164 -5.417081 -1.181154 -1.3927 -0.2821 -0.6536
```
Forces are in eV/Å.

Output
- HOMO level (hartree) = -0.3430
- E_LUMO (eV) = 0.3